Entry 1:
A 3-piece molecular cluster, C5H10N2S overall at a distorted geometry, computed with ωB97M-V/def2-TZVPD.

Frontier orbital gap ... 8.49 eV
Calculated total energy ... -19155.8140 eV
HOMO level ... -8.0264 eV
ΔE to the lowest compared entry with this formula, charge and spin ... 163.54 kcal/mol

Geometry (Å):
1 C 1.9378 -1.1979 -0.6344
2 C 1.0384 -0.0359 -0.3168
3 C 1.7472 1.2679 -0.2910
4 C -0.2774 0.1367 -1.0806
5 C -1.4702 0.4391 -0.2351
6 H 1.4534 -2.3833 0.0805
7 H 1.8347 -1.6382 -2.0635
8 H 2.9538 -0.5643 -0.1284
9 H 1.8832 1.4617 -1.4385
10 H 2.4916 1.1482 0.3683
11 H 1.1935 2.1467 -0.0016
12 H -0.4788 -0.9203 -1.4621
13 H -0.5326 1.0293 -1.9785
14 H -2.1292 1.0890 -1.9292
15 H -2.0764 -0.2829 1.6277
16 N -2.5735 0.9369 -0.8354
17 N -1.3114 0.0605 1.1005
18 S 0.1717 -0.7329 1.2761



Entry 2:
C5H10N2S in the gas phase at a distorted geometry, computed with ωB97M-V/def2-TZVPD.

Frontier orbital gap ... 8.96 eV
Calculated total energy ... -19160.5587 eV
HOMO level ... -8.3387 eV
SMILES ... NN(C=S)C1CCC1
ΔE to the lowest compared entry with this formula, charge and spin ... 54.12 kcal/mol

Geometry (Å):
1 C -2.4112 0.4020 -0.0118
2 C -0.1807 -0.5690 -0.0034
3 C 0.8942 -0.6593 -1.0520
4 C 1.9537 -0.9054 0.0016
5 C 0.9529 -0.4152 1.1102
6 H -0.9068 2.2178 0.7889
7 H -0.6260 2.3947 -0.8635
8 H -2.9238 1.3628 0.0112
9 H -0.8161 -1.4146 0.0828
10 H 1.0751 0.3296 -1.5352
11 H 0.8324 -1.4524 -1.8561
12 H 2.8780 -0.2526 -0.1069
13 H 2.3017 -1.9782 0.2267
14 H 0.7878 -1.0525 1.9965
15 H 1.0773 0.6636 1.3671
16 N -0.4903 1.8030 -0.0262
17 N -1.0883 0.5377 -0.1616
18 S -3.3100 -1.0121 0.0317



Entry 3:
C5H10N2S in the gas phase at a distorted geometry, computed with ωB97M-V/def2-TZVPD.

Frontier orbital gap ... 8.81 eV
Calculated total energy ... -19160.9192 eV
HOMO level ... -8.0425 eV
SMILES ... C[C@H]1NC=NS[C@@H]1C
ΔE to the lowest compared entry with this formula, charge and spin ... 45.81 kcal/mol

Geometry (Å):
1 C -1.5276 -0.5534 -1.2203
2 C -0.7674 -0.0697 0.0544
3 C 1.3551 -1.4811 0.4184
4 C 0.1074 1.0961 -0.2718
5 C 0.6956 1.6721 1.0212
6 H -1.9451 0.3727 -1.9031
7 H -0.8399 -1.2294 -1.8210
8 H -2.3864 -1.1822 -0.9493
9 H -1.5589 0.2587 0.8367
10 H -0.5686 -1.8839 1.1946
11 H 1.7825 -2.2363 0.9744
12 H -0.4226 1.7600 -0.9043
13 H -0.1169 2.0189 1.5244
14 H 1.3769 2.3361 0.6220
15 H 1.2792 0.7553 1.4498
16 N 0.0031 -1.0576 0.7544
17 N 2.0998 -0.9180 -0.4182
18 S 1.4338 0.3417 -1.3623



Entry 4:
C5H10N2S in the gas phase at a distorted geometry, computed with ωB97M-V/def2-TZVPD.

Frontier orbital gap ... 9.32 eV
Calculated total energy ... -19158.4521 eV
HOMO level ... -8.6093 eV
SMILES ... S[C@H]1CNC[C@H]2N[C@@H]12
ΔE to the lowest compared entry with this formula, charge and spin ... 102.70 kcal/mol

Geometry (Å):
1 C -0.2993 0.7498 0.7833
2 C 1.0614 -0.0583 1.2659
3 C 1.5954 -0.3949 -1.0336
4 C 0.5305 0.5566 -1.5901
5 C -0.4476 1.2769 -0.6229
6 H -2.5557 0.3011 1.0801
7 H -0.3267 1.6296 1.5844
8 H 1.0277 -0.4939 2.1574
9 H 1.9940 0.5973 1.3465
10 H 1.1917 -1.8993 0.1087
11 H 2.6799 0.0361 -1.0565
12 H 1.3876 -1.3283 -1.8098
13 H 0.6732 1.2334 -2.5254
14 H -1.5594 -0.4882 -1.2253
15 H -0.6943 2.3581 -0.7623
16 N 1.5147 -0.9876 0.2810
17 N -0.9003 0.2551 -1.7331
18 S -1.4225 -0.5999 1.1532



Entry 5:
C5H10N2Si in the gas phase at a distorted geometry, computed with ωB97M-V/def2-TZVPD.

Frontier orbital gap (alpha / beta) ... 8.10 / 8.11 eV
Calculated total energy ... -16201.8518 eV
HOMO level (alpha / beta) ... -7.8182 / -7.8181 eV
ΔE to the lowest compared entry with this formula, charge and spin ... 89.55 kcal/mol

Geometry (Å):
1 C -1.8575 -1.6446 -1.6187
2 C -0.6990 -0.9570 -1.2613
3 C -3.0742 -1.4312 0.4302
4 C 1.0019 2.3751 0.3317
5 C 2.2776 -0.2316 0.6980
6 N -2.7897 -1.6096 -0.7282
7 N -0.6928 -0.2104 -0.2085
8 Si 0.5567 0.5005 0.8404
9 H -2.1268 -2.2245 -2.4861
10 H 0.1357 -1.0091 -1.9999
11 H -3.7987 -1.1362 1.1288
12 H 1.4273 2.4036 -0.8187
13 H 0.1367 3.0902 0.3717
14 H 1.6891 2.8618 0.9987
15 H 2.8871 0.2164 1.4846
16 H 2.1642 -1.3128 0.9935
17 H 2.7607 -0.0353 -0.2607
18 H 0.0017 0.3549 2.1045



Entry 6:
C5H10N2Si in the gas phase at a distorted geometry, computed with ωB97M-V/def2-TZVPD.

Frontier orbital gap ... 9.66 eV
Calculated total energy ... -16205.7353 eV
HOMO level ... -8.8560 eV
SMILES ... C[SiH](C)n1ccnc1
ΔE to the lowest compared entry with this formula, charge and spin ... 0.00 kcal/mol

Geometry (Å):
1 C 3.5151 0.4480 0.3282
2 C 2.4552 0.4562 -0.5229
3 C 1.7768 0.4325 1.5349
4 C -1.6121 0.5671 1.3128
5 C -0.7158 -1.2386 -1.1598
6 N 3.0701 0.4334 1.6173
7 N 1.3188 0.4455 0.2511
8 Si -0.3386 0.4317 -0.3380
9 H 4.5622 0.4499 0.1026
10 H 2.3984 0.4649 -1.5917
11 H 1.1102 0.4194 2.3713
12 H -1.5999 -0.3669 1.8592
13 H -1.2954 1.3691 1.9673
14 H -2.6135 0.7690 0.9628
15 H -0.2983 -2.0597 -0.5814
16 H -1.7894 -1.3936 -1.2219
17 H -0.3163 -1.3097 -2.1670
18 H -0.4773 1.6015 -1.2069